The following is a quantum chemistry calculation of one molecule with the formula C5H6N2O2 in a non-equilibrium geometry, from OMol25.

XYZ file:
```
15
Properties=species:S:1:pos:R:3:mulliken_charge:R:1
C 1.7370 -0.4282 1.2110 -1.108
C 0.3739 0.1587 0.8012 0.508
N 0.6087 1.4852 0.2378 -0.110
O -0.0987 2.3936 0.6573 -0.311
C -0.2962 -0.7081 -0.2983 0.197
O 0.2123 -1.7015 -0.7292 -0.526
C -1.6394 -0.2523 -0.8838 -0.560
C -1.2563 0.5283 -1.9686 0.256
N -0.9309 1.1346 -2.8676 -0.401
H 2.5007 0.4125 1.1101 0.356
H 1.9833 -1.3356 0.5634 0.300
H 1.5732 -0.8187 2.2590 0.245
H -0.5062 0.2640 1.4491 0.505
H -1.9440 -1.1749 -1.3598 0.262
H -2.3172 0.0426 -0.1816 0.386
```

Results
highest occupied orbital energy	-9.82	eV
energy above the lowest of the compared OMol25 structures with the same formula, charge and spin	96.1	kcal per mole
frontier orbital gap	9.04	eV
LUMO level	-0.029	Ha
SMILES string	C[C@@H](N=O)C(=O)CC#N